Record 1
{"formula": "C31H56N3O2P2Ti", "method": "ωB97M-V/def2-TZVPD", "elements": ["C", "C", "C", "C", "C", "H", "H", "H", "N", "P", "P", "C", "H", "H", "C", "O", "C", "H", "C", "C", "C", "C", "C", "H", "H", "H", "C", "H", "H", "H", "C", "H", "H", "H", "C", "H", "H", "H", "C", "H", "H", "H", "C", "H", "H", "H", "C", "H", "H", "H", "C", "H", "H", "H", "C", "H", "H", "H", "C", "H", "H", "H", "C", "H", "H", "H", "C", "H", "H", "H", "Ti", "N", "C", "C", "C", "C", "C", "H", "H", "H", "H", "H", "H", "H", "H", "H", "C", "C", "N", "O", "H", "H", "H", "H", "H"], "xyz": [[2.37692, -1.17978, -1.60905], [1.75427, 0.85638, -2.61041], [3.38188, -1.32386, -2.57537], [2.53511, 0.57650, -3.75783], [3.44307, -0.46125, -3.68443], [4.01294, -2.19166, -2.45544], [2.51936, 1.31587, -4.55287], [4.23176, -0.61584, -4.42119], [1.56209, -0.11797, -1.65571], [0.42318, -2.42522, 0.16265], [0.31006, 2.53841, -0.88252], [2.14555, -2.24642, -0.51364], [2.42014, -3.21503, -0.96808], [2.84394, -2.03844, 0.32459], [-1.42204, -0.25845, 1.15712], [-2.21880, -0.41102, 2.01503], [1.20864, 2.15734, -2.39336], [0.99042, 2.69386, -3.34281], [-1.52525, 3.41474, -0.88836], [1.71977, 3.75658, -0.46693], [-0.43341, -3.60394, -1.07494], [0.71956, -3.32221, 1.80384], [-2.64055, 2.54129, -0.28298], [-2.49160, 2.30425, 0.77814], [-3.59803, 3.10126, -0.35099], [-2.77367, 1.60505, -0.82891], [-1.48158, 4.72464, -0.10084], [-1.23426, 4.55281, 0.95621], [-0.78419, 5.45178, -0.52855], [-2.48252, 5.19292, -0.11967], [-1.89838, 3.65181, -2.34761], [-2.84921, 4.21337, -2.42768], [-1.12797, 4.21193, -2.89658], [-2.06358, 2.68494, -2.83726], [1.53878, 4.33430, 0.94210], [1.22115, 3.57084, 1.66696], [2.50750, 4.73409, 1.27744], [0.83036, 5.17360, 0.97069], [3.05938, 2.97067, -0.48063], [2.96206, 2.03733, 0.08854], [3.38685, 2.71830, -1.50276], [3.85678, 3.56588, -0.00329], [1.67753, 4.83655, -1.57571], [1.31555, 4.45764, -2.54328], [1.05194, 5.69572, -1.31627], [2.70064, 5.20454, -1.75962], [-0.65041, -3.71146, 2.38183], [-0.48707, -4.13426, 3.38376], [-1.30670, -2.83834, 2.48381], [-1.16699, -4.47597, 1.78666], [1.39027, -2.33977, 2.77681], [2.36629, -1.99053, 2.41704], [0.75357, -1.47226, 2.99034], [1.55912, -2.86797, 3.72713], [1.63601, -4.55298, 1.68577], [2.55889, -4.34390, 1.13370], [1.92176, -4.85134, 2.70549], [1.13949, -5.42197, 1.23857], [0.02463, -3.20343, -2.48683], [1.04747, -3.54647, -2.71035], [-0.64545, -3.65616, -3.23161], [-0.01990, -2.11715, -2.62051], [-1.94310, -3.39617, -0.91923], [-2.23374, -2.36326, -1.12138], [-2.43953, -4.05396, -1.64762], [-2.28788, -3.68592, 0.08414], [-0.13291, -5.09886, -0.87844], [0.93855, -5.34479, -0.90136], [-0.59042, -5.50683, 0.03561], [-0.60334, -5.63415, -1.72083], [-0.03663, 0.05300, -0.18114], [-1.46535, -0.17676, -1.81055], [-2.25795, -0.44870, -2.69227], [-2.35780, 0.07531, -4.17762], [-1.47215, 1.21802, -4.76954], [-1.81467, -1.15336, -4.91575], [-3.83886, 0.48300, -4.33865], [-1.65451, 2.23802, -4.42776], [-0.39257, 1.04068, -4.69278], [-1.67729, 1.27588, -5.85339], [-2.13112, -2.11623, -4.48362], [-1.98546, -1.16407, -6.00060], [-0.72060, -1.12166, -4.77693], [-4.06377, 1.11307, -5.22464], [-4.49893, -0.40061, -4.35937], [-4.16609, 1.07412, -3.45535], [2.83804, 1.26033, 3.09464], [1.49889, 1.14736, 2.45062], [0.43931, 1.63774, 3.10416], [1.31770, 0.60011, 1.30669], [2.83306, 1.92471, 3.96930], [3.57840, 1.65425, 2.38817], [3.18864, 0.28089, 3.45387], [-0.48439, 1.54845, 2.68521], [0.53165, 2.00645, 4.04088]], "mulliken_spin": [-0.014, 0.040, 0.001, 0.000, 0.005, 0.000, 0.000, 0.000, -0.097, -0.136, 0.014, 0.043, 0.001, -0.001, 0.185, 0.212, 0.025, 0.001, -0.032, 0.012, 0.006, 0.013, 0.114, -0.018, 0.001, 0.010, -0.001, 0.000, 0.001, 0.000, 0.004, 0.000, 0.001, -0.001, -0.001, 0.003, 0.001, 0.000, 0.004, 0.004, 0.000, 0.001, 0.003, 0.000, 0.001, -0.001, -0.001, 0.001, -0.004, -0.001, 0.002, 0.000, 0.007, 0.000, 0.001, 0.000, -0.001, 0.000, 0.025, 0.001, 0.000, 0.006, 0.017, 0.016, 0.002, 0.001, 0.000, 0.000, 0.000, -0.001, 1.414, -0.086, 0.128, 0.022, 0.008, 0.013, 0.012, 0.000, -0.001, 0.000, -0.003, 0.000, -0.001, 0.000, 0.000, -0.002, 0.002, -0.011, 0.022, -0.006, 0.001, 0.000, -0.001, 0.020, -0.002], "charge": 1, "multiplicity": 3, "max_force_ev_per_a": 7.2, "energy_ev": -83308.101, "e_homo_ev": [-8.64, -8.67], "gap_ev": [5.40, 5.11]}

***

Record 2
{"formula": "C3H4N2O", "method": "ωB97M-V/def2-TZVPD", "elements": ["C", "C", "C", "H", "H", "H", "H", "N", "N", "O"], "xyz": [[0.20207, -0.81489, 0.20950], [-1.10233, -0.48615, 0.20117], [-1.09690, 0.98390, 0.12871], [2.45725, -0.39116, -0.41707], [0.56929, -1.78990, 0.02766], [-1.92208, -1.13313, 0.58484], [-2.03725, 1.39853, 0.17390], [0.76100, 0.34209, -0.07086], [0.06079, 1.48135, -0.21108], [2.10816, 0.40935, -0.62678]], "nbo_charge": [-0.106, -0.331, -0.049, 0.455, 0.232, 0.226, 0.202, 0.101, -0.216, -0.514], "max_force_ev_per_a": 6.7, "energy_ev": -8199.734, "e_homo_ev": -9.14, "gap_ev": 9.96}

***

Record 3
{"formula": "C23H22N4O3", "method": "ωB97M-V/def2-TZVPD", "elements": ["O", "C", "N", "C", "C", "C", "C", "N", "C", "C", "C", "C", "C", "O", "C", "C", "C", "C", "C", "O", "N", "C", "C", "N", "C", "C", "C", "C", "C", "C", "H", "H", "H", "H", "H", "H", "H", "H", "H", "H", "H", "H", "H", "H", "H", "H", "H", "H", "H", "H", "H", "H"], "xyz": [[-3.84812, 4.04029, -1.10238], [-2.70764, 3.62045, -1.07001], [-2.44149, 2.28062, -1.37831], [-1.67978, 1.38672, -0.63586], [-1.22219, 1.72395, 0.66127], [-0.45676, 0.85771, 1.38641], [-0.11480, -0.40074, 0.85299], [0.72295, -1.21634, 1.51099], [0.98824, -2.39872, 0.99698], [2.01688, -3.16094, 1.67176], [2.45912, -3.05212, 2.96896], [3.50287, -3.98871, 3.10789], [3.63139, -4.58722, 1.88947], [2.74268, -4.09492, 1.01884], [0.30551, -2.84868, -0.18509], [0.34148, -4.21507, -0.66124], [0.07417, -4.69447, -1.92198], [0.20184, -6.09542, -1.84452], [0.52099, -6.36924, -0.54709], [0.60639, -5.24485, 0.17186], [-0.44020, -2.02263, -0.88558], [-0.63607, -0.77499, -0.41927], [-1.40163, 0.14022, -1.15540], [-1.63166, 4.39870, -0.79404], [-0.27711, 4.01520, -1.14012], [0.56353, 5.15049, -1.72986], [1.23848, 6.02003, -0.67060], [0.28576, 6.97113, 0.04643], [-0.91102, 6.27045, 0.68484], [-1.91473, 5.74963, -0.34205], [-3.17709, 1.85899, -1.93026], [-1.52095, 2.67138, 1.08372], [-0.10254, 1.10905, 2.37389], [2.06659, -2.38883, 3.71065], [4.07985, -4.18934, 3.98725], [4.29859, -5.34647, 1.53101], [-0.17017, -4.10146, -2.77797], [0.07206, -6.80232, -2.63815], [0.69989, -7.29350, -0.03337], [-1.77741, -0.16024, -2.12111], [0.24636, 3.61020, -0.26343], [-0.34653, 3.21115, -1.87699], [-0.04587, 5.76329, -2.39435], [1.34511, 4.68773, -2.33627], [2.02247, 6.61206, -1.14827], [1.72164, 5.36866, 0.06191], [-0.08125, 7.71848, -0.66113], [0.84346, 7.50116, 0.82187], [-1.42831, 6.99006, 1.32225], [-0.57233, 5.45168, 1.32121], [-1.96249, 6.43787, -1.19475], [-2.91676, 5.71129, 0.09281]], "nbo_charge": [-0.641, 0.791, -0.645, 0.172, -0.243, -0.183, 0.159, -0.397, 0.192, 0.211, -0.259, -0.317, 0.103, -0.385, 0.144, 0.222, -0.253, -0.317, 0.107, -0.383, -0.375, 0.123, -0.248, -0.451, -0.219, -0.417, -0.394, -0.393, -0.416, -0.219, 0.414, 0.225, 0.225, 0.239, 0.229, 0.203, 0.240, 0.230, 0.204, 0.223, 0.191, 0.226, 0.206, 0.219, 0.209, 0.194, 0.194, 0.208, 0.219, 0.201, 0.186, 0.243], "max_force_ev_per_a": 1.3, "energy_ev": -36310.769, "e_homo_ev": -7.71, "gap_ev": 7.36}

***

The records above give, respectively, ΔE to the lowest compared entry with this formula, charge and spin values of 1.5125, 4.1513, 1.6410 eV.